The following is a DFT calculation (ωB97M-V/def2-TZVPD) of 2 unconnected molecules or ions with the total composition C20H25F5N2O6.

Each line ends with the Mulliken charge.
Geometry (Å):
H (-5.27293, 4.75956, -1.83198)  0.30
H (3.80727, -0.22770, 1.18833)  0.43
C (1.28962, -2.34420, 1.43002)  0.08
C (0.81485, 3.71499, -3.02652)  -1.33
C (-4.78473, 4.31201, -2.69866)  -0.98
H (-0.77645, 0.92996, 1.45481)  0.49
H (1.62904, 3.12948, -2.60409)  0.32
O (3.89717, -3.46817, 2.01226)  -0.57
H (-5.48669, 3.63097, -3.18463)  0.36
C (-2.15087, 1.65453, -1.67345)  -0.05
C (-0.93953, -1.87154, 3.04913)  -0.49
F (6.97984, -2.56066, -0.77965)  -0.25
C (-1.07508, -2.67528, 1.92105)  0.72
H (-2.11276, -4.52183, 0.09162)  0.31
H (1.05425, 4.77511, -2.95167)  0.35
C (4.68195, -2.46249, -0.11345)  0.55
F (6.54208, -3.13731, 1.29117)  -0.23
H (-0.00188, -3.54004, 0.24035)  0.44
H (0.66598, 3.44945, -4.07139)  0.36
C (-3.26736, 1.01024, 0.54376)  -1.56
O (-0.97640, 4.34430, -1.61010)  -0.74
H (-2.36920, -2.81697, -0.36905)  0.26
H (3.59199, -4.29564, 1.60006)  0.42
C (0.28390, -1.28980, 3.36947)  -0.84
O (-4.39677, 1.50838, -2.46323)  -0.69
C (-2.63724, -3.59702, 0.35103)  -0.73
H (-1.99885, 2.69810, 0.22073)  0.26
H (-4.51292, 5.09875, -3.40312)  0.32
C (-2.05287, 1.66715, -0.12807)  0.58
H (-1.80411, -1.69436, 3.68087)  0.45
C (3.68974, -2.39487, 1.09722)  0.63
C (2.68151, -0.91678, 2.84538)  -0.03
O (2.83125, -0.16854, 3.80294)  -0.67
C (1.39916, -1.52233, 2.55441)  0.64
N (-0.92392, 2.19588, -2.31058)  -0.13
N (-3.58569, 3.59268, -2.26974)  -0.04
H (-0.81251, -0.10805, 0.01342)  0.30
H (-4.17694, 1.56543, 0.31273)  0.42
C (3.81947, -1.07856, 1.87243)  -0.69
H (0.09923, 1.42169, 0.00838)  0.35
H (-2.77477, 4.13918, -1.99613)  0.18
H (-3.71276, -3.78064, 0.26893)  0.27
C (-3.47669, 2.26409, -2.16320)  0.09
H (0.36396, -0.65559, 4.25095)  0.45
F (6.45695, -1.01617, 0.67643)  -0.24
C (-0.45145, 3.44364, -2.25014)  0.83
C (6.17706, -2.29239, 0.28709)  0.58
H (-2.20794, 0.60483, -1.96003)  0.54
F (4.51666, -3.66814, -0.74140)  -0.32
C (-0.80165, 0.92360, 0.36471)  -1.52
F (4.34233, -1.49025, -1.01565)  -0.29
H (-3.37856, -0.01916, 0.20112)  0.25
H (-3.13877, 1.01489, 1.62662)  0.48
O (2.35276, -2.61921, 0.60391)  -0.51
H (4.74991, -1.06247, 2.44403)  0.44
C (0.05299, -2.90820, 1.11733)  -0.36
H (-0.38881, 1.54787, -2.86612)  0.27
O (-2.32378, -3.19234, 1.68935)  -0.48

The calculation puts the HOMO-LUMO gap at 9.2 eV. Its calculated total energy is -49999.607 eV. As for the molar mass: 484.42 g mol⁻¹. Its largest force on an atom is 2.02 eV/A. For the HOMO energy, the calculation gives -0.3357 Ha.

The following is a DFT calculation (ωB97M-V/def2-TZVPD) of a single C20H25FN2 molecule.

Each line ends with the Mulliken charge.
Geometry (Å):
H (3.48507, -1.21339, -1.93862)  0.45
C (4.00947, -1.24848, -0.98300)  -1.52
C (0.07548, -0.76605, 1.39459)  -1.15
C (3.80530, 2.50775, -0.55083)  0.31
H (4.61136, 3.72098, 1.01185)  0.45
H (-2.77884, -0.40352, -1.66342)  0.42
N (3.31024, -2.18032, -0.11490)  -0.32
H (-2.17989, 1.14923, -1.06083)  0.38
H (-2.19939, 0.23669, 1.26077)  0.47
H (-5.03331, -1.18218, -1.12241)  0.36
H (-0.19999, -1.68805, 1.94212)  0.36
C (-0.42029, -1.76614, -0.70948)  -0.91
H (-5.92097, 3.18826, 0.96592)  0.37
H (4.99857, -1.68586, -1.16269)  0.45
C (-6.77170, 1.34508, 0.28823)  -0.41
F (3.26324, 3.56599, -1.19223)  -0.33
C (1.90037, -1.96397, 0.17426)  -0.18
C (-2.09433, -0.42022, 0.39318)  -0.76
C (-6.51715, 0.11761, -0.29868)  -0.60
H (-2.62298, -1.36244, 0.62376)  0.23
H (5.35779, -0.48748, 1.23696)  0.43
H (3.81236, -2.27235, 0.76217)  0.36
C (5.06205, 1.62673, 1.26031)  -0.55
C (-5.22632, -0.22325, -0.66194)  -0.29
H (2.13146, -0.85983, 2.03290)  0.37
C (-4.17272, 0.65601, -0.44699)  0.26
C (-5.72846, 2.22801, 0.50952)  -0.59
H (3.08159, 1.12964, -2.00727)  0.35
H (-7.32687, -0.57570, -0.47519)  0.36
H (1.58044, -2.88477, 0.68512)  0.29
H (-3.62734, 2.57650, 0.31843)  0.38
C (4.91008, 0.35733, 0.73302)  -0.39
C (-2.76788, 0.26739, -0.80374)  -0.86
H (-7.77919, 1.61328, 0.57047)  0.37
H (1.30381, -0.87652, -1.58932)  0.17
H (5.62061, 1.76881, 2.17317)  0.40
C (1.57201, -0.78162, 1.09726)  -0.07
C (-4.43894, 1.88388, 0.14589)  -0.27
H (1.24473, -2.64366, -1.76791)  0.30
H (-1.01937, -1.65242, -1.61433)  0.46
H (-0.70981, -2.71837, -0.22465)  0.33
C (4.19257, 0.15102, -0.44078)  0.82
H (1.84232, 0.15536, 0.61094)  0.02
H (-0.15859, 0.08916, 2.03404)  0.54
N (-0.67782, -0.63414, 0.16161)  0.37
C (1.05646, -1.81186, -1.08822)  -0.72
C (4.50589, 2.72163, 0.62120)  -0.56
C (3.63888, 1.24620, -1.09029)  -0.35

The calculation puts the HOMO-LUMO gap at 9.4 eV. Its calculated total energy is -26843.593 eV. Its energy relative to the best compared isomer or geometry (same formula, charge and spin) is 1.2 kcal per mole. As for the molar mass: 312.43 g mol⁻¹. Its largest force on an atom is 0.41 eV/A. For the HOMO energy, the calculation gives -0.3149 Ha.

The following is a DFT calculation (ωB97M-V/def2-TZVPD) of a molecular structure, C20H25N2OTc.

Each line ends with the Mulliken charge.
Geometry (Å):
H (-1.86025, -0.30601, 7.01449)  0.18
C (2.20740, 1.28082, -1.26937)  -0.75
C (-1.74496, -0.99717, -1.34302)  -0.85
C (0.60342, 1.95871, -3.86784)  -1.72
H (-1.68588, 0.82051, -5.15171)  0.46
N (-2.65109, -0.48366, 6.42418)  -0.40
C (0.77518, -0.38162, -4.78071)  -1.50
C (-1.62551, -0.93571, 0.08565)  -0.42
H (1.85787, -0.30884, -4.65692)  0.38
N (-0.01328, 0.35031, 2.47051)  0.02
C (-1.27430, 0.01515, 4.49186)  -0.17
H (-2.59488, -0.63939, -1.93689)  0.45
C (0.04300, 0.57583, -3.87769)  1.64
H (0.17527, 2.53178, -3.03417)  0.39
H (-0.19554, -1.95560, 1.52493)  0.49
H (0.92673, -2.96868, -0.73261)  0.74
C (-1.05297, -0.13529, 3.12907)  -0.20
H (-0.44810, 0.96959, 6.26382)  0.33
H (0.38821, 2.49951, -4.80761)  0.45
C (-2.50204, -0.58724, 5.06889)  0.53
C (-0.32698, 0.78264, 5.20080)  -0.27
H (2.33550, 2.19126, -1.86967)  0.48
C (-0.58562, -1.70914, -1.83734)  0.03
H (2.57699, -2.01466, -0.65165)  0.72
H (0.56534, -0.19243, -5.84822)  0.43
H (-1.86670, -0.41905, -3.92062)  0.30
H (1.52689, 1.90784, 4.98469)  0.41
C (2.16488, -0.17385, 0.55949)  0.28
C (0.86584, 1.07791, 3.14743)  0.10
H (2.05340, 2.07998, 0.80608)  0.32
C (0.13046, -2.24012, -0.69712)  -1.23
C (-0.48025, -1.72154, 0.49454)  0.37
H (-0.43028, -1.97961, -2.87441)  0.65
H (1.70053, 1.49593, 2.61000)  0.19
C (0.75651, 1.31255, 4.52402)  -1.27
Tc (0.37798, -0.12756, -0.76559)  -0.12
C (-1.43257, 0.56448, -4.10707)  -1.63
H (-3.39291, -1.01837, 6.84006)  0.26
C (2.25759, -0.07585, -1.76746)  0.16
H (0.48462, -1.41643, -4.58163)  0.28
O (-3.36246, -1.10846, 4.36271)  -0.62
C (2.09439, 1.21188, 0.15421)  -0.53
H (1.69106, 1.94360, -3.76134)  0.28
H (-1.92074, 1.29566, -3.45698)  0.37
H (-2.33243, -0.43300, 0.73421)  0.45
H (2.44350, -0.33509, -2.80483)  0.50
H (2.21352, -0.54229, 1.59271)  0.55
H (-1.76802, -0.70034, 2.54604)  0.71
C (2.33169, -0.95899, -0.62793)  -1.21

Its expectation value of S² is 3.770. The calculation puts the HOMO-LUMO gap (spin up / spin down) at 7.4 / 7.6 eV. Its calculated total energy is -28362.533 eV. As for the charge: +1. As for the molar mass: 407.43 g mol⁻¹. Its largest force on an atom is 2.33 eV/A. For the HOMO energy (spin up / spin down), the calculation gives -0.3726 / -0.4431 Ha. As for the spin multiplicity: 4.

The following is a DFT calculation (ωB97M-V/def2-TZVPD) of a single C20H25N3O2 molecule.

Each line ends with the Mulliken charge.
Geometry (Å):
H (2.07162, -0.75366, 3.60835)  0.46
H (-0.49590, -0.27376, 0.61867)  0.29
O (1.66959, -1.44333, -2.10425)  -0.67
H (-2.99611, 2.54588, 2.88605)  0.41
H (-6.10141, -0.15456, -1.30774)  0.39
C (-4.24028, -0.33513, -2.33101)  -0.78
H (2.85550, -3.95320, 2.05347)  0.40
N (4.05717, -2.33312, 1.34338)  -0.44
C (-2.59178, 1.66612, 0.99406)  -0.38
C (-2.28957, 0.58916, -1.23556)  0.34
C (2.87787, 1.78255, -0.19616)  -1.08
H (3.82755, -2.50969, 0.36963)  0.12
C (-5.04034, 0.04898, -1.29369)  -0.85
N (1.33271, -0.05342, -0.35555)  0.68
C (-4.78041, 1.75493, 1.98549)  -0.51
H (-0.27650, -1.23509, -0.86012)  0.42
H (0.92486, -2.71369, 2.56470)  0.37
H (-1.53985, 1.90077, 1.05111)  0.33
H (1.43736, -2.15040, 0.97576)  -0.02
C (-5.30921, 1.11312, 0.90249)  -0.83
C (3.59802, -0.32169, -1.23401)  -0.23
C (1.69342, -2.14646, 2.03443)  -0.09
C (-3.09962, 0.99520, -0.14053)  0.72
H (-4.65617, -0.84943, -3.18465)  0.39
H (-5.41068, 2.05297, 2.81034)  0.39
C (1.70057, -0.71707, 2.58180)  -0.94
C (-4.49404, 0.71785, -0.17913)  0.79
C (2.58223, 0.25123, 1.78741)  -0.82
H (3.46601, -0.29932, 1.46211)  0.53
H (0.67569, -0.33878, 2.62491)  0.27
C (-2.86610, -0.06482, -2.29501)  -0.59
H (-2.24798, -0.38072, -3.12286)  0.43
H (4.94646, -2.78554, 1.52459)  0.23
C (-0.80452, 0.81821, -1.23697)  -0.69
H (-6.36676, 0.89515, 0.85546)  0.37
H (2.34252, 2.34805, -0.97239)  0.31
H (-0.56387, 1.81024, -0.84861)  0.39
C (3.02679, -2.87570, 2.21770)  -0.96
C (1.88881, 0.90434, 0.58053)  0.04
H (1.06283, 1.52744, 0.94003)  0.16
C (-0.09993, -0.26098, -0.39819)  -0.93
H (-0.42503, 0.75498, -2.25812)  0.43
H (4.84161, 1.20790, -0.79311)  0.26
C (-3.40712, 2.03409, 2.02765)  -0.87
H (3.36827, 2.49154, 0.47260)  0.52
N (3.87180, 0.92789, -0.79808)  -0.04
H (2.90030, 1.06314, 2.44534)  0.39
C (2.10820, -0.66779, -1.27847)  1.13
O (4.45479, -1.08753, -1.61515)  -0.63
H (3.37131, -2.74865, 3.24906)  0.40

The calculation puts the HOMO-LUMO gap at 8.7 eV. Its calculated total energy is -29712.374 eV. Its energy relative to the best compared isomer or geometry (same formula, charge and spin) is 11.6 kcal per mole. As for the molar mass: 339.44 g mol⁻¹. Its largest force on an atom is 0.80 eV/A. For the HOMO energy, the calculation gives -0.3045 Ha.

The following is a DFT calculation (ωB97M-V/def2-TZVPD) of a single C20H25N3O3 molecule.

Each line ends with the Mulliken charge.
Geometry (Å):
H (-2.80679, 3.32897, 0.76176)  0.32
H (1.26539, 1.66786, 3.19893)  0.28
C (-2.42204, 0.47397, -2.20753)  -0.97
O (-3.49589, 2.06631, 2.23497)  -0.44
C (-2.06963, -2.03371, -1.08931)  -0.27
C (3.55891, -0.84492, 0.30259)  0.72
H (1.97554, -1.43399, 1.43666)  0.25
C (1.25296, -1.24281, -3.33198)  -0.49
H (-4.51227, 0.00906, -2.20813)  0.41
H (-2.95351, 3.99177, 2.41949)  0.37
N (2.75480, -1.81451, -1.78383)  0.13
H (-3.84344, 0.11070, 1.92393)  0.35
H (-3.33809, 1.01751, 0.46640)  0.40
H (2.78856, -2.86893, 0.00714)  0.37
C (-3.51850, -0.33822, -1.96636)  -0.44
H (-2.56071, 1.45854, -2.62912)  0.39
C (3.41260, -1.61169, -2.93639)  -0.20
C (-3.17035, 0.88128, 1.54459)  -0.73
C (-1.14700, 0.03025, -1.90947)  0.18
C (0.39277, -1.72230, -0.97845)  0.62
H (-0.55473, 3.60187, 1.70681)  0.41
C (3.38598, -2.13219, -0.53164)  -0.98
H (4.38072, -2.53344, -0.73991)  0.48
H (-0.29621, 0.67263, -2.07884)  0.51
H (2.74400, -1.06557, -4.94991)  0.47
C (0.53297, 1.26658, 1.19699)  -0.05
C (2.68385, 0.39917, 2.21619)  -0.99
H (-1.57335, 0.29100, 2.85260)  0.36
H (0.32092, -1.03893, -3.82043)  0.60
N (2.72361, -0.75749, 1.34699)  -0.05
N (-0.87329, 1.58251, 1.31253)  0.32
H (1.03399, 2.14509, 0.77989)  0.46
H (3.25417, 1.19187, 1.72442)  0.47
H (-1.91825, -3.00509, -0.64176)  0.44
C (1.24961, 0.83976, 2.48880)  -0.46
H (0.61333, 0.45744, 0.46727)  -0.68
H (0.70856, 0.00724, 2.94326)  0.33
C (-0.96260, -1.23553, -1.36029)  0.54
H (-1.47309, -0.41026, 1.21091)  0.33
C (-1.71048, 0.49157, 1.77585)  -0.58
C (1.41381, -1.56951, -1.98401)  -0.14
H (-4.19488, -2.22169, -1.20455)  0.41
O (0.58170, -2.22073, 0.13119)  -0.85
O (4.39060, -0.01131, 0.01202)  -0.68
H (4.47800, -1.72210, -2.99389)  0.41
C (-2.65522, 3.12171, 1.83184)  -0.69
C (-1.18100, 2.78275, 2.06553)  -0.49
H (3.17932, 0.15488, 3.16417)  0.35
C (2.51099, -1.26810, -3.92375)  -1.15
C (-3.34104, -1.59133, -1.40333)  -0.65
H (-1.01529, 2.65207, 3.14913)  0.33

The calculation puts the HOMO-LUMO gap at 8.4 eV. Its calculated total energy is -31758.800 eV. Its energy relative to the best compared isomer or geometry (same formula, charge and spin) is 50.6 kcal per mole. As for the molar mass: 355.44 g mol⁻¹. Its largest force on an atom is 0.70 eV/A. For the HOMO energy, the calculation gives -0.3069 Ha.

The following is a DFT calculation (ωB97M-V/def2-TZVPD) of a single C20H25N3O3S molecule.

Each line ends with the Mulliken charge.
Geometry (Å):
H (-0.83471, -0.84132, 0.35410)  0.49
C (1.91243, 1.48929, -1.18592)  0.34
H (0.18139, 2.43635, -1.95606)  0.54
O (5.01605, -5.01060, -3.10261)  -0.66
C (-2.63600, 1.78010, -0.46977)  -0.80
H (-1.72902, 1.35815, -2.39640)  0.50
N (2.03420, 0.23628, -1.69985)  -0.02
H (3.14779, -4.09402, -5.57713)  0.27
H (2.04661, -2.22857, -2.62843)  0.48
H (4.58709, 1.00980, -1.42310)  0.51
C (3.02217, -1.79199, -2.48155)  -0.56
C (-3.67403, 1.35223, 3.22434)  0.35
H (-2.21957, 2.78843, -0.41123)  0.26
H (0.37697, 2.60760, -0.20905)  0.19
C (-2.91110, 1.73843, 4.31841)  -0.23
H (-1.24885, 0.46121, 2.39403)  0.44
S (3.90468, -4.17352, -3.44806)  1.23
H (-3.02525, 2.99009, 2.01411)  0.48
N (-0.41418, 0.73255, -0.91524)  0.12
C (-1.24585, 0.97830, 1.43356)  -0.55
H (1.13986, -0.23172, -1.83118)  0.18
C (-4.57707, 0.30683, 3.37682)  -0.19
H (-2.44598, 1.40898, 6.37873)  0.38
C (-2.67747, 1.15861, 0.92723)  0.62
C (-1.77180, 0.91963, -1.39622)  -1.21
H (-4.49410, 2.18780, 1.44258)  0.45
C (3.17816, -0.49626, -1.98646)  0.55
O (2.82322, 2.23206, -0.89885)  -0.68
C (-3.51090, 2.01990, 1.88931)  -1.38
O (2.57054, -4.62305, -3.17055)  -0.66
H (4.79939, -4.27885, -5.52287)  0.27
C (-3.04620, 1.09594, 5.53676)  -0.64
C (-4.71382, -0.33789, 4.59251)  -0.67
H (-5.18216, 0.00012, 2.53501)  0.39
C (4.13729, -2.54243, -2.77475)  0.30
N (3.99747, -3.84033, -5.10008)  -0.53
H (-0.78797, 1.95843, 1.58526)  0.23
H (-3.64385, 1.85620, -0.88163)  0.45
H (-5.42176, -1.14741, 4.69590)  0.38
H (6.25692, -2.68971, -2.82482)  0.45
C (5.57057, -0.76885, -2.10529)  -0.80
C (-0.41928, 0.16895, 0.42875)  -1.29
C (0.44447, 1.89523, -1.04183)  -0.51
C (-3.94700, 0.05473, 5.67662)  -0.39
H (-4.05321, -0.44750, 6.62678)  0.38
C (4.46627, 0.00929, -1.80515)  -0.48
C (5.41624, -2.05646, -2.59513)  -0.66
H (-3.14545, 0.16964, 0.85469)  0.18
H (0.61482, 0.08757, 0.77201)  0.39
H (-2.22080, -0.07566, -1.48217)  0.39
H (6.55955, -0.36473, -1.95320)  0.39
H (-2.20680, 2.55212, 4.21705)  0.35

The calculation puts the HOMO-LUMO gap at 9.4 eV. Its calculated total energy is -42594.601 eV. Its energy relative to the best compared isomer or geometry (same formula, charge and spin) is 37.0 kcal per mole. As for the molar mass: 387.50 g mol⁻¹. Its largest force on an atom is 0.82 eV/A. For the HOMO energy, the calculation gives -0.3224 Ha.

Among the records above, which one has the highest molar mass?
C20H25F5N2O6